Density functional theory data (the ωB97M-V functional and the def2-TZVPD basis) for a structure of composition C9H10F5NRh in a non-equilibrium geometry.

Summary:
Expectation value of S² ... 6.029
LUMO level (alpha / beta) ... 0.14186 / 0.10017 hartree
Multiplicity ... 5
Total charge ... -1
Orbital gap (alpha / beta) ... 5.52 / 6.84 eV
HOMO energy (alpha / beta) ... -1.65 / -4.11 eV
Molecular weight ... 330.082 g/mol

Cartesian coordinates (Å):
C -0.6937 0.8114 -2.2897
C 0.6439 0.6999 -1.8126
C 0.7404 1.3840 -0.5365
C -0.5555 2.0032 -0.3304
C -1.4227 1.6354 -1.3925
Rh -0.2888 -0.4135 -0.1302
N -2.5251 -0.5729 -0.0902
C 0.1799 -2.0634 -0.8824
C 1.4721 -1.5367 -0.7268
H 1.6317 1.3626 0.1058
H 1.4832 0.1364 -2.2257
H -0.8149 2.6062 0.5313
H -2.4855 1.8760 -1.4465
H -1.0930 0.2745 -3.1460
H 1.8635 -1.4411 -1.7502
H -0.2875 -2.7056 -0.1133
H -2.1590 -1.2252 0.6681
H 1.9462 -1.9661 0.1664
H -0.4925 -1.9956 -1.7822
F 0.0113 -1.6586 2.4938
C -0.2459 -0.4060 1.9959
F -1.4599 0.0082 2.5057
C 0.8677 0.5549 2.4422
F 1.1455 0.4763 3.7591
F 2.0557 0.3206 1.7881
F 0.4828 1.8351 2.1985

Mulliken population analysis, charges in e, atoms 1 to 5:
1. C -0.435
2. C -0.712
3. C -1.190
4. C -0.235
5. C -0.438